This record from the OMol25 dataset describes C23H29N3O4S as an isolated structure. The level of theory is wB97M-V/def2-TZVPD.

Summary:
- E_LUMO: -0.0019 Ha
- HOMO level: -0.26773 Ha
- Charge: 0
- Orbital gap: 0.266 Ha

Cartesian coordinates (Å):
C 0.5594 5.0402 -1.2686
H 1.5633 5.6140 -1.5740
O 0.7921 4.4137 -0.1779
C 1.6572 3.3273 -0.1004
C 2.5422 2.8771 -1.2250
C 3.3865 1.9555 -0.8393
C 3.3894 1.1494 0.4430
C 2.5607 1.6496 1.1694
C 1.6151 2.6726 1.0247
H 1.0158 2.8527 1.8999
H 2.5232 1.3151 2.2594
N 4.3161 0.3583 0.3170
C 4.4831 -0.7062 1.5133
H 4.3715 0.2042 2.5377
C 3.3578 -1.6344 1.4811
N 3.1373 -2.1166 0.3732
C 2.0903 -2.5619 -0.3447
O 2.0289 -2.7984 -1.4814
C 0.8584 -2.1765 0.3242
H 0.8795 -2.5010 1.5569
C 0.1992 -0.8445 0.1773
C -1.2043 -0.6038 1.1583
N -2.0840 -1.5202 0.5790
S -2.9469 -1.0612 -0.6817
O -3.6425 -2.0502 -1.5979
O -1.9425 -0.3796 -1.7744
C -3.9906 -0.1188 -0.0993
C -3.7801 1.5837 -0.3157
C -4.7602 2.2768 0.4450
C -5.6798 1.7972 1.1954
C -5.8806 0.5829 1.2504
C -5.0597 -0.4455 0.5613
H -5.1073 -1.4472 0.8152
H -6.7241 -0.0205 1.8914
H -6.4207 2.4649 1.6069
H -4.5062 3.5782 0.2345
H -2.9811 1.7624 -1.0867
C -1.6400 -2.9949 0.7929
C -0.3288 -3.1675 -0.1860
H -0.5521 -2.8478 -1.1649
H 0.0859 -4.3297 0.0402
H -1.6906 -3.2586 1.8120
H -2.5268 -3.6329 0.0742
H -1.0011 -1.0169 2.1038
H -1.5954 0.3665 0.7920
H 0.2408 -0.6745 -0.7987
H 1.0444 -0.2291 0.7100
C 4.5663 -2.1627 -0.4819
C 4.8281 -0.4424 -0.8418
H 4.1354 -0.1086 -1.5664
H 5.9058 -0.3915 -0.9645
H 5.2465 -2.5092 -0.0349
H 4.4466 -2.4454 -1.5769
H 3.7308 -2.5360 2.3594
H 2.5492 -1.2717 2.0938
H 5.4952 -0.8864 1.8911
H 4.1327 1.8026 -1.7475
H 2.4497 3.6070 -1.9482
H -0.3011 5.8163 -1.1856
H 0.4400 4.3638 -1.9052

These are the Mulliken partial charges, in e, on atoms 1 to 2: number 1, C, carries -0.9167; number 2, H, carries 0.2691